# 1
Formula: C4H6N2O
Source: the Open Molecules 2025 dataset
Level of theory: ωB97M-V/def2-TZVPD

```
13
Properties=species:S:1:pos:R:3:forces:R:3
C 0.638 1.422 -0.688 0.3 -0.2 -0.1
C -1.262 -0.243 -0.372 0.6 -1.2 0.0
C 1.121 -1.206 1.528 0.0 0.0 0.1
O -2.112 0.059 -1.340 0.1 0.3 0.4
N -1.131 -1.333 0.359 -1.0 -0.3 -0.4
N -0.173 0.470 0.023 0.0 -0.4 1.1
C 0.086 -0.818 0.818 -0.1 1.8 -1.2
H -2.777 -0.641 -1.394 0.1 -0.1 0.1
H -0.016 2.076 -1.265 0.0 0.0 0.1
H 1.341 0.935 -1.373 0.0 0.1 0.0
H 1.199 2.018 0.032 0.0 0.1 -0.1
H 1.939 -0.539 1.734 0.1 0.1 -0.1
H 1.148 -2.200 1.939 -0.1 -0.1 0.1
```
Forces are in eV/Å.

## Properties
orbital gap	0.34377	hartree
lowest unoccupied orbital energy	0.6802	eV
molar mass	98.1	u
relative energy (zero: lowest compared OMol25 entry of this formula, charge and spin)	245.4	kJ/mol

***

# 2
Formula: C20H21N4O7RhSSe2
Source: the Open Molecules 2025 dataset
Level of theory: ωB97M-V/def2-TZVPD

```
56
Properties=species:S:1:pos:R:3:forces:R:3
Rh -0.797 -0.387 0.457 0.2 -0.3 -0.1
N -3.712 -3.532 -0.123 0.1 -0.1 0.0
C -2.581 -2.729 -0.106 -0.1 -0.2 0.1
S -1.974 -2.258 1.454 0.1 -0.2 0.0
N -2.054 -2.450 -1.254 0.1 0.3 0.1
N -0.913 -1.663 -1.090 -0.2 0.4 -0.4
C -0.033 -1.771 -2.015 0.3 -0.2 0.2
C 1.350 -1.347 -1.888 -0.4 0.1 -0.1
C 2.153 -1.357 -3.029 0.1 0.0 -0.1
C 3.505 -1.080 -2.977 0.0 0.0 0.0
C 4.070 -0.802 -1.724 0.0 0.0 0.0
C 3.311 -0.807 -0.579 0.0 -0.1 0.0
C 1.914 -1.070 -0.604 0.0 -0.2 0.2
O 1.250 -1.097 0.498 0.0 0.1 0.1
H -4.277 -3.410 0.701 -0.1 0.1 0.0
H -4.223 -3.460 -0.989 0.0 0.0 0.0
H -0.330 -2.327 -2.904 0.1 -0.1 0.1
H 1.685 -1.591 -3.981 0.0 0.0 0.0
H 4.109 -1.076 -3.875 0.0 0.0 0.0
H 5.129 -0.571 -1.657 0.0 0.0 0.0
H 3.747 -0.581 0.387 0.0 0.0 0.0
O -2.643 1.427 -4.549 0.0 0.0 0.0
C -2.765 2.536 -3.654 0.0 -0.1 0.0
C -2.297 2.167 -2.238 0.0 0.0 -0.1
C -2.342 3.534 -1.510 0.0 0.0 -0.1
O -2.425 3.557 -0.116 0.1 0.2 0.0
C -3.220 1.074 -1.696 0.0 0.0 0.1
Se -3.072 0.466 0.166 -0.1 0.1 0.1
C -0.864 1.631 -2.346 0.1 0.1 0.0
Se 0.157 1.576 -0.686 -0.1 0.2 0.0
H -2.845 1.740 -5.433 0.0 0.0 0.0
H -3.811 2.867 -3.610 0.0 0.0 0.0
H -2.154 3.375 -4.016 0.0 0.0 0.0
H -3.230 4.083 -1.850 0.0 0.0 -0.1
H -1.460 4.092 -1.869 0.0 0.0 0.0
H -1.652 3.080 0.236 -0.1 -0.2 0.0
H -3.083 0.190 -2.322 -0.1 0.0 -0.1
H -4.268 1.381 -1.788 0.0 0.0 0.0
H -0.299 2.256 -3.045 0.0 0.0 0.1
H -0.870 0.619 -2.748 -0.1 0.1 -0.1
O -0.341 1.909 4.071 0.0 0.0 0.0
C -0.109 1.005 3.264 0.1 0.1 0.0
O -0.658 0.881 2.127 -0.1 -0.2 0.2
C 0.973 0.010 3.704 0.0 0.0 -0.1
C 0.966 -1.335 3.361 0.0 0.0 0.0
C 1.980 -2.188 3.788 0.0 0.0 0.0
C 3.016 -1.712 4.568 0.0 -0.1 0.0
C 2.992 -0.373 4.927 0.2 0.1 0.1
C 1.995 0.489 4.517 0.0 0.1 0.0
N 4.072 0.139 5.796 -0.3 -0.1 -0.2
O 4.946 -0.638 6.145 0.1 -0.1 0.0
O 4.042 1.305 6.131 0.0 0.1 0.0
H 0.162 -1.731 2.762 0.0 0.0 -0.2
H 1.965 -3.227 3.486 0.0 0.0 0.0
H 3.824 -2.346 4.902 0.0 0.0 0.0
H 1.988 1.525 4.823 0.0 0.0 0.0
```
Forces are in eV/Å.

## Properties
orbital gap	0.20143	hartree
lowest unoccupied orbital energy	4.2639	eV
molar mass	722.3	u
net charge	-2
relative energy (zero: lowest compared OMol25 entry of this formula, charge and spin)	26.5	kJ/mol

***

# 3
Formula: C36H46N7O3S4SiTl
Source: the Open Molecules 2025 dataset
Level of theory: ωB97M-V/def2-TZVPD

```
98
Properties=species:S:1:pos:R:3:forces:R:3
Tl -0.955 0.999 -0.105 0.5 -0.5 -0.5
N -3.759 3.499 2.886 0.0 -0.1 -0.1
C -3.574 2.444 2.067 -0.2 0.0 0.0
N -2.299 2.210 1.963 0.3 0.0 0.2
C -1.712 3.162 2.738 -0.8 -0.1 -0.2
N -2.576 3.975 3.320 0.3 0.1 0.1
C -0.258 3.256 2.803 0.7 -0.1 -0.1
C 0.428 4.044 3.724 -0.2 0.1 0.1
N 1.751 4.075 3.785 0.1 -0.1 -0.2
C 2.399 3.331 2.884 0.0 0.3 0.3
C 1.727 2.590 1.929 -0.1 -0.2 -0.1
N 0.404 2.527 1.899 -0.1 0.5 0.4
H -4.606 3.955 3.167 -0.1 0.0 0.0
H -4.343 1.884 1.555 0.0 0.1 0.0
H -0.120 4.667 4.422 0.0 -0.1 0.0
H 3.480 3.340 2.949 0.0 0.0 -0.1
H 2.240 2.017 1.165 0.1 -0.1 0.1
C 0.883 -0.751 1.098 0.2 0.0 -0.4
Si 2.274 -1.234 0.046 -0.3 0.2 0.4
C 2.859 0.159 -1.144 -0.1 -0.2 0.0
N 1.731 0.837 -1.774 0.2 0.1 -0.1
C 1.992 2.225 -2.141 0.0 0.0 -0.1
C 2.910 2.399 -3.357 0.0 0.0 0.1
C 2.483 1.449 -4.496 -0.1 0.1 0.0
C 1.112 0.839 -4.205 0.2 0.1 0.1
C 1.152 0.065 -2.888 -0.3 0.0 0.0
C 1.961 -2.838 -0.933 -0.1 0.2 0.1
C 2.759 -3.225 -2.010 0.0 0.0 0.0
C 2.560 -4.433 -2.664 0.1 0.0 -0.1
C 1.543 -5.285 -2.256 0.0 0.0 0.0
C 0.731 -4.915 -1.194 0.0 -0.1 0.0
C 0.949 -3.711 -0.538 0.0 0.0 0.0
C 3.829 -1.693 1.077 0.0 0.2 0.0
C 4.649 -0.708 1.636 0.0 0.0 -0.1
C 5.620 -1.011 2.581 0.1 0.0 0.0
C 5.797 -2.321 2.999 0.0 0.0 0.1
C 5.001 -3.322 2.455 0.1 0.0 0.0
C 4.039 -3.007 1.507 0.1 0.0 -0.1
H 1.087 -0.234 2.036 0.1 0.0 0.0
H 0.113 -1.507 1.224 0.0 -0.1 0.0
H 3.596 -0.195 -1.890 0.1 0.0 0.1
H 3.392 0.896 -0.529 0.0 0.0 0.0
H 2.416 2.740 -1.275 -0.1 0.0 0.0
H 1.033 2.702 -2.356 0.0 0.1 0.0
H 3.951 2.210 -3.073 0.0 0.0 0.0
H 2.836 3.440 -3.676 0.0 0.0 0.0
H 3.213 0.639 -4.612 0.0 0.0 0.0
H 2.448 1.999 -5.439 0.1 -0.1 0.0
H 0.824 0.151 -5.005 -0.1 0.0 0.0
H 0.362 1.632 -4.163 -0.1 0.0 0.0
H 1.749 -0.842 -3.045 0.0 0.0 0.0
H 0.138 -0.264 -2.621 0.0 -0.1 0.0
H 3.554 -2.569 -2.350 0.0 0.0 0.0
H 3.197 -4.713 -3.497 0.0 0.0 0.0
H 1.390 -6.232 -2.760 0.0 0.0 0.0
H -0.079 -5.562 -0.879 0.0 0.0 0.0
H 0.311 -3.441 0.293 0.0 0.0 0.0
H 4.522 0.324 1.325 0.0 0.0 0.1
H 6.234 -0.222 3.003 0.0 0.0 0.0
H 6.537 -2.559 3.755 0.0 0.0 0.0
H 5.127 -4.347 2.785 0.0 0.0 0.0
H 3.430 -3.800 1.086 0.0 0.0 0.0
O -3.825 0.482 -0.297 -0.1 -0.1 0.1
N -3.822 -0.042 -1.494 0.0 -0.3 0.0
C -4.552 0.556 -2.457 -0.1 0.1 -0.2
C -4.649 0.066 -3.735 0.0 0.0 0.1
C -3.955 -1.100 -4.054 0.1 0.0 0.0
C -3.192 -1.703 -3.083 -0.1 0.2 -0.2
C -3.100 -1.197 -1.770 -0.2 0.1 0.2
S -2.178 -1.970 -0.573 0.0 -0.1 0.2
H -5.060 1.452 -2.137 0.1 0.0 0.1
H -5.245 0.601 -4.460 0.0 0.0 0.0
H -4.012 -1.521 -5.051 0.0 0.0 0.0
H -2.620 -2.597 -3.286 0.0 0.0 0.0
C -4.874 -1.956 1.885 0.0 0.1 0.0
C -4.248 -1.474 3.180 0.2 0.2 -0.3
S -2.479 -0.938 3.049 -0.7 -0.7 0.2
O -2.262 -0.328 4.395 0.2 0.3 0.3
C -1.749 -2.643 3.127 0.0 0.2 -0.2
C -0.649 -2.684 4.170 0.0 0.1 0.1
H -5.922 -2.228 2.043 0.1 0.0 0.0
H -4.340 -2.815 1.482 0.0 -0.1 -0.1
H -4.814 -1.166 1.138 0.0 0.0 -0.2
H -4.292 -2.223 3.974 0.1 0.1 0.1
H -4.738 -0.567 3.541 0.1 0.0 0.0
H -1.357 -2.824 2.128 0.0 0.0 -0.1
H -2.532 -3.376 3.327 0.0 0.1 0.0
H 0.031 -1.843 4.043 0.1 0.0 0.0
H -0.071 -3.606 4.085 0.0 0.0 -0.1
H -1.070 -2.627 5.174 0.0 0.1 0.0
C -2.419 5.075 -0.787 0.0 -0.1 0.0
O -1.490 5.501 -1.772 -0.1 0.0 0.0
C -1.149 4.641 -2.784 0.0 -0.1 0.2
S -0.012 5.274 -3.841 0.2 0.2 -0.2
S -1.830 3.106 -2.856 -0.2 0.1 0.0
H -2.682 5.967 -0.215 0.1 0.0 0.0
H -1.977 4.324 -0.126 0.0 0.0 0.0
H -3.307 4.641 -1.248 0.0 0.0 0.0
```
Forces are in eV/Å.

## Properties
orbital gap	0.18088	hartree
lowest unoccupied orbital energy	3.9912	eV
molar mass	985.5	u
net charge	-2
relative energy (zero: lowest compared OMol25 entry of this formula, charge and spin)	13.6	kJ/mol

***

# 4
Formula: C44H41ClF3N6O3SSbTi
Source: the Open Molecules 2025 dataset
Level of theory: ωB97M-V/def2-TZVPD

```
101
Properties=species:S:1:pos:R:3:forces:R:3
Ti 1.968 0.796 -0.946 0.5 0.8 -1.4
N 3.264 -1.279 -4.956 0.0 0.1 0.0
C 3.259 -0.860 -3.639 -0.2 0.0 -0.1
S 2.313 0.601 -3.379 0.5 0.0 0.0
N 3.910 -1.562 -2.798 0.0 -0.1 0.0
N 4.203 -1.092 -1.545 0.0 0.1 0.0
C 3.666 -1.681 -0.544 0.1 -0.2 0.0
C 2.536 -2.627 -0.678 0.3 -0.1 -0.1
C 2.690 -4.002 -0.567 -0.1 0.0 -0.1
C 1.658 -4.857 -0.930 0.0 0.1 0.0
C 0.475 -4.324 -1.423 0.0 0.0 0.0
C 0.296 -2.951 -1.499 -0.1 -0.1 0.0
C 1.314 -2.105 -1.094 -0.3 0.3 -0.2
O 1.123 -0.754 -1.116 -0.3 -0.9 0.5
H 2.455 -1.043 -5.503 0.0 0.0 0.0
H 3.645 -2.201 -5.100 0.0 0.0 0.0
H 4.098 -1.449 0.424 -0.1 0.1 0.0
H 3.641 -4.399 -0.233 0.0 0.0 0.0
H 1.787 -5.928 -0.855 0.0 0.0 0.0
H -0.326 -4.981 -1.739 0.0 0.0 0.0
H -0.630 -2.529 -1.870 0.0 0.0 0.0
C 3.789 3.120 -2.293 0.1 -0.1 0.0
N 3.736 2.312 -1.040 -0.1 0.2 0.2
C 5.087 1.763 -0.805 -0.1 -0.1 0.0
C 3.322 3.254 -0.005 0.0 0.0 0.0
C 4.213 4.083 0.652 0.0 0.0 0.0
C 3.751 5.117 1.455 0.0 0.0 0.0
C 2.388 5.355 1.527 0.0 0.0 0.0
C 1.491 4.515 0.884 0.0 0.0 0.1
C 1.941 3.402 0.172 -0.3 0.0 -0.2
N 1.105 2.448 -0.451 -0.1 0.1 0.4
C -0.308 2.503 -0.274 0.1 0.0 -0.4
C -0.944 2.791 0.928 0.0 0.0 0.1
C -2.326 2.872 1.001 0.0 0.0 0.0
C -3.098 2.613 -0.119 0.0 0.0 0.0
C -2.477 2.243 -1.304 0.0 0.0 0.1
C -1.093 2.181 -1.388 0.0 0.1 -0.1
N -0.411 1.793 -2.581 -0.1 0.0 0.0
C -1.129 0.829 -3.398 0.1 -0.1 0.0
C -0.021 2.962 -3.368 0.0 0.0 0.0
H 4.443 3.979 -2.127 0.0 0.0 0.0
H 4.172 2.506 -3.102 0.0 0.0 0.0
H 2.791 3.466 -2.553 0.0 0.0 0.0
H 5.840 2.548 -0.894 0.0 0.0 0.0
H 5.127 1.313 0.185 0.0 0.0 0.0
H 5.281 0.996 -1.549 0.0 0.0 0.0
H 5.277 3.943 0.529 0.0 0.0 0.0
H 4.453 5.749 1.981 0.0 0.0 0.0
H 2.010 6.199 2.088 0.0 0.0 0.0
H 0.435 4.732 0.934 0.0 0.0 0.0
H -0.354 2.943 1.821 0.0 0.0 0.0
H -2.797 3.098 1.949 0.0 0.0 0.0
H -4.177 2.670 -0.067 0.0 0.0 0.0
H -3.079 1.996 -2.169 0.0 0.0 0.0
H -0.460 0.476 -4.181 0.0 0.0 0.0
H -1.416 -0.024 -2.781 0.0 0.0 0.0
H -2.026 1.252 -3.872 0.0 0.0 0.0
H -0.898 3.457 -3.808 0.0 0.0 0.0
H 0.492 3.680 -2.729 0.0 0.0 0.0
H 0.651 2.652 -4.169 0.0 0.0 0.0
Cl 4.231 -0.033 3.237 -0.1 0.0 0.0
C 2.458 -0.066 3.100 0.2 0.0 0.1
C 1.909 0.244 1.725 0.3 0.0 0.0
O 2.764 0.577 0.797 -0.2 -0.3 0.6
O 0.703 0.158 1.563 0.1 0.1 0.1
H 2.054 0.661 3.801 0.0 0.0 0.0
H 2.118 -1.061 3.377 0.0 0.0 0.0
F -7.349 -3.389 -1.611 0.0 0.0 0.0
C -6.192 -2.879 -1.142 0.0 0.0 0.0
C -5.813 -3.176 0.155 0.0 0.0 0.0
C -4.622 -2.651 0.630 0.0 0.0 -0.1
C -3.811 -1.841 -0.172 -0.1 0.0 0.0
C -4.240 -1.567 -1.468 0.0 0.0 0.0
C -5.433 -2.082 -1.969 0.0 0.0 0.0
Sb -1.972 -0.948 0.520 -0.3 -0.2 0.3
C -1.377 -2.740 1.580 0.1 0.0 0.1
C -0.614 -2.664 2.746 0.0 0.0 0.0
C -0.179 -3.804 3.409 0.0 0.0 0.0
C -0.511 -5.035 2.883 0.0 0.0 0.0
F -0.084 -6.151 3.511 0.0 0.0 0.0
C -1.266 -5.162 1.737 0.0 0.0 0.0
C -1.690 -4.008 1.092 0.0 0.0 0.0
C -2.901 -0.042 2.251 0.1 0.0 0.1
C -2.107 0.416 3.305 0.0 0.0 -0.1
C -2.659 1.059 4.405 0.0 0.0 0.0
C -4.023 1.259 4.431 0.0 0.0 0.0
F -4.571 1.892 5.491 0.0 0.0 0.0
C -4.845 0.845 3.404 0.0 0.0 0.0
C -4.272 0.194 2.317 0.0 0.0 0.0
H -6.446 -3.803 0.768 0.0 0.0 0.0
H -4.321 -2.874 1.648 0.0 0.0 0.0
H -3.638 -0.936 -2.114 0.0 0.0 0.0
H -5.771 -1.874 -2.975 0.0 0.0 0.0
H -0.351 -1.698 3.157 0.0 0.0 0.0
H 0.403 -3.749 4.321 0.0 0.0 0.0
H -1.510 -6.147 1.362 0.0 0.0 0.0
H -2.290 -4.111 0.195 0.0 0.0 0.0
H -1.031 0.308 3.253 0.0 0.0 0.0
H -2.049 1.411 5.227 0.0 0.0 0.0
H -5.909 1.029 3.461 0.0 0.0 0.0
H -4.920 -0.121 1.508 0.0 0.0 0.0
```
Forces are in eV/Å.

## Properties
orbital gap	0.27545	hartree
lowest unoccupied orbital energy	-0.3782	eV
molar mass	996.0	u
relative energy (zero: lowest compared OMol25 entry of this formula, charge and spin)	128.1	kJ/mol